(1)
15
Properties=species:S:1:pos:R:3:forces:R:3 method="wB97M-V/def2-TZVPD" homo_energy_ev=-8.17 lumo_energy_ev=0.925 orbital_gap_ev=9.1
C -0.611058 1.093729 -0.009661 -0.281 -0.026 -0.047
C -0.219248 -0.355147 -0.186338 0.058 0.107 0.103
C 1.275660 -0.241735 -0.460721 0.048 -0.044 0.010
C 1.397144 1.104296 0.180557 0.495 0.318 0.187
N 1.934003 2.034563 0.743765 -0.160 -0.534 -0.308
C -0.812730 -1.456756 0.597045 0.032 -0.087 0.316
N -0.995638 -1.382807 -0.856876 -0.177 0.047 -0.220
H -0.880696 1.578914 -0.954897 0.053 -0.063 0.115
H -1.368351 1.290194 0.757717 0.116 -0.032 -0.108
H 0.631810 2.020831 0.628374 -0.215 0.125 0.050
H 1.487550 -0.165920 -1.533384 -0.038 0.011 0.131
H 1.932682 -0.993320 -0.011447 -0.091 0.112 -0.045
H -1.652864 -1.214441 1.246171 0.124 -0.033 -0.136
H -0.196474 -2.286690 0.938209 -0.078 0.141 -0.070
H -1.921791 -1.025712 -1.078511 0.114 -0.042 0.022

=====

(2)
15
Properties=species:S:1:pos:R:3:forces:R:3 method="wB97M-V/def2-TZVPD" homo_energy_ev=-8.85 smiles=Cc1cnn(C)c1 lumo_energy_ev=0.999 orbital_gap_ev=9.8
C -2.546055 -0.177112 -0.382426 -0.121 -0.030 -0.012
N -1.169614 0.098366 -0.033825 0.002 -0.039 -0.008
C -0.067770 -0.627728 -0.340098 -0.062 0.020 0.002
C 1.023273 0.060106 0.152254 -0.042 0.002 0.000
C 2.474910 -0.309633 0.074775 0.143 -0.037 -0.014
C 0.449133 1.204552 0.745549 0.099 0.120 -0.001
N -0.872427 1.224343 0.626048 0.167 -0.152 -0.063
H -2.769319 0.116482 -1.413300 0.084 -0.009 0.131
H -3.169418 0.404343 0.296514 0.032 -0.107 -0.093
H -2.761686 -1.241730 -0.261014 0.051 0.143 0.011
H -0.148454 -1.568310 -0.874683 0.040 0.218 0.115
H 2.787614 -0.503375 -0.957474 -0.063 0.027 0.152
H 2.711913 -1.204565 0.662202 -0.098 0.133 -0.081
H 3.103829 0.500772 0.456885 -0.140 -0.091 -0.052
H 0.954064 2.023485 1.248599 -0.094 -0.196 -0.088

=====

(3)
15
Properties=species:S:1:pos:R:3:forces:R:3 method="wB97M-V/def2-TZVPD" homo_energy_ev="-6.37 / -10.19" multiplicity=3 lumo_energy_ev="0.895 / -3.135" orbital_gap_ev="7.3 / 7.1" s_squared=2.02
C -2.396036 0.843647 0.213969 2.676 -0.075 -2.641
C 1.310821 0.911410 0.405441 -4.911 2.955 0.188
C -1.136462 -0.895343 -1.026076 1.278 0.823 0.511
C 0.222467 1.693950 -0.202900 -0.561 -2.290 2.658
C -1.363064 0.701544 -0.810596 0.834 -1.198 1.087
N -3.193486 0.839376 1.011743 -2.160 0.180 2.286
N 2.306895 0.579897 -0.355110 3.491 -3.644 -0.608
H 1.155994 0.534851 1.407460 0.015 -0.668 -0.057
H -1.693951 -1.314216 -1.907730 0.414 0.570 0.948
H -1.504517 -1.363051 -0.049723 0.684 0.318 -1.580
H 0.011202 -1.125165 -1.180345 -2.320 0.483 0.370
H -0.161436 2.306387 0.594678 -0.834 0.514 -0.284
H 0.386589 2.131518 -1.127307 0.723 1.086 -1.430
H -1.626603 1.320515 -1.658108 0.117 -0.253 -0.361
H 3.089985 0.198676 0.205068 0.555 1.200 -1.088

=====

(4)
16
Properties=species:S:1:pos:R:3:forces:R:3 method="wB97M-V/def2-TZVPD" homo_energy_ev=-8.31 smiles="O=CC=C1NCCN1" lumo_energy_ev=0.597 orbital_gap_ev=8.9
C 2.716973 0.234971 0.191999 -0.244 2.971 -1.721
C 1.714520 -0.703481 0.075861 -2.416 -3.329 -1.849
C 0.411833 -0.403969 -0.189176 -1.560 -0.465 3.118
C -1.917409 -0.596508 0.117496 -0.135 2.953 2.041
C -1.519580 1.042263 -0.083657 -0.796 -0.864 1.060
H 2.334067 1.348606 0.222351 0.897 -1.362 0.708
H 1.992345 -1.714734 -0.305409 0.089 0.730 0.836
H -0.579724 -2.138254 0.475775 0.396 0.940 -1.034
H -2.355996 -0.660790 1.209657 1.308 -0.370 -1.946
H -2.708402 -0.801803 -0.540337 -0.980 -0.539 -0.914
H -1.807982 1.460951 -1.105598 0.055 -0.660 1.377
H -1.784196 1.827375 0.792416 -0.245 -2.124 -2.073
H 0.441337 1.629086 -0.600151 -1.558 -2.401 2.476
N -0.680289 -1.361972 -0.212885 0.025 1.345 1.023
N -0.108555 0.866996 0.046983 3.270 2.938 -3.709
O 3.851054 -0.028733 -0.095322 1.895 0.239 0.607

=====

(5)
16
Properties=species:S:1:pos:R:3:forces:R:3 method="wB97M-V/def2-TZVPD" homo_energy_ev=-8.70 lumo_energy_ev=0.951 orbital_gap_ev=9.6
C 0.322016 0.936977 1.466744 -1.447 0.566 -0.206
C 0.404352 -1.509336 -0.571633 -0.322 -0.223 0.049
C -0.837492 -0.631051 -1.014879 -0.212 0.058 -1.100
C -0.694792 0.895237 -1.429353 1.758 1.039 -2.122
C -0.172393 0.884545 -0.003779 1.598 -0.883 1.438
H -0.510849 1.180022 2.166744 0.580 -0.426 -0.394
H 1.187582 1.525159 1.750550 0.150 0.275 -0.413
H 1.527000 -0.581179 2.064233 1.992 -0.011 2.051
H 0.771016 -2.392679 -1.128826 -0.488 0.742 0.023
H -1.610373 -1.121259 -1.630143 0.228 -0.383 0.609
H 0.085038 1.180309 -2.215386 -1.307 -0.153 0.751
H -1.714480 1.313715 -1.539672 0.727 -0.185 -0.270
H 0.794621 0.358965 -0.302362 -0.905 0.856 0.015
N 0.703729 -0.534626 1.574961 -0.914 0.630 -0.016
N 0.975007 -1.425937 0.591810 -0.879 -0.528 -1.581
O -1.229982 -0.078862 0.220990 -0.557 -1.373 1.166

=====

(6)
16
Properties=species:S:1:pos:R:3:forces:R:3 method="wB97M-V/def2-TZVPD" homo_energy_ev=-7.96 lumo_energy_ev=-0.449 orbital_gap_ev=7.5
C 1.417584 -1.158211 0.145659 0.137 0.394 -0.123
C -1.051326 0.405215 -0.992094 1.019 -0.002 -1.499
C 0.641904 0.064834 0.680031 -0.646 -0.516 -0.085
C -0.913788 -0.134359 0.289109 0.140 0.424 1.392
N 0.772564 1.237413 -0.493409 -0.667 -0.694 0.634
C -1.879672 -0.346823 1.179780 0.138 -0.018 -0.279
N -1.469910 0.434212 -2.122516 0.071 0.159 0.608
O 0.849803 0.413812 1.878201 0.040 0.220 -0.569
H 1.682188 1.241677 -0.948088 -0.095 0.007 -0.121
H 0.661415 2.104390 0.026883 -0.007 0.021 -0.087
H -1.057092 0.948575 -2.889744 -0.085 0.025 0.156
H 1.132345 -2.037836 0.722293 -0.016 0.077 0.018
H 2.483761 -0.974519 0.296971 -0.035 -0.038 0.000
H 1.236826 -1.354908 -0.915586 -0.030 -0.018 0.015
H -2.934862 -0.302921 0.938503 0.039 0.056 0.019
H -1.571742 -0.540552 2.204007 -0.002 -0.098 -0.080

=====

(7)
16
Properties=species:S:1:pos:R:3:forces:R:3 method="wB97M-V/def2-TZVPD" homo_energy_ev=-9.34 smiles="O=C1N[C@@H]2CNC[C@@H]12" lumo_energy_ev=0.459 orbital_gap_ev=9.8
C -0.255799 -0.768693 -1.921082 -0.638 1.256 3.841
C -0.258308 -0.804436 0.232494 1.312 -0.576 0.748
C -0.498833 0.044906 1.504581 -4.531 1.387 3.315
C 0.642103 1.308459 -0.021680 -1.083 0.802 -0.568
C -0.344588 0.370886 -0.676245 -1.421 0.350 -3.553
H -0.112733 -2.790967 -0.996335 -2.583 3.969 1.126
H 0.753875 -1.201219 0.458699 0.193 0.972 -0.486
H -1.591644 0.620921 1.391335 2.646 -1.541 0.415
H -0.371254 -0.101877 2.610706 -0.900 -1.917 -0.955
H 1.597604 0.551413 1.610011 -4.295 1.891 0.460
H 1.547328 1.065747 -0.462033 2.410 -1.306 0.015
H 0.675730 2.303887 -0.353290 -1.184 1.872 0.121
H -1.488980 0.812817 -0.968400 2.950 -1.292 1.588
N -0.733931 -1.745513 -0.829323 1.867 -3.228 -2.863
N 0.482546 1.109628 1.501625 5.374 -1.885 -3.510
O -0.043116 -0.775958 -3.081064 -0.116 -0.753 0.305

=====

(8)
16
Properties=species:S:1:pos:R:3:forces:R:3 method="wB97M-V/def2-TZVPD" homo_energy_ev=-8.15 lumo_energy_ev=0.450 orbital_gap_ev=8.6
C 0.497503 -0.062424 1.924481 -1.166 0.200 0.852
C -0.068150 -1.284635 -0.617617 -0.121 -2.067 1.630
C 0.508368 1.182743 -0.832075 0.870 -2.060 0.899
N -1.382274 -1.127422 -0.277463 0.147 0.731 0.089
C 1.190657 0.093423 -0.372143 0.979 3.358 -1.287
C -0.337095 1.879151 -1.521991 -0.051 0.696 -0.245
N 1.020070 -0.703960 0.754956 -0.999 -0.938 -1.713
O 0.317951 -2.036128 -1.465470 0.327 0.665 0.710
H -1.945867 -1.953582 -0.397146 0.084 0.050 -0.270
H -1.626903 -0.551643 0.507143 0.088 0.031 0.089
H 2.148674 -0.121687 -0.849773 -0.349 0.035 -0.516
H 1.132684 -0.336625 2.770857 -0.197 -0.278 0.000
H 0.458290 1.041415 1.946840 0.122 -0.275 -0.642
H -0.535427 -0.392904 2.142321 0.341 -0.010 0.231
H -1.023655 1.410046 -2.224035 -0.021 -0.124 0.105
H -0.354825 2.964231 -1.488885 -0.053 -0.017 0.066

=====

(9)
16
Properties=species:S:1:pos:R:3:forces:R:3 method="wB97M-V/def2-TZVPD" homo_energy_ev=-8.42 smiles="C[C@@H]1[C@@H]2N=CN(O)[C@H]12" lumo_energy_ev=0.532 orbital_gap_ev=9.0
C 0.624604 1.423669 -1.353059 -0.090 0.009 -0.074
C 1.273651 0.110810 -0.917534 -1.827 3.091 1.155
C 0.508783 -1.125538 -0.847142 -0.295 -1.718 -3.356
C -1.288396 -0.484234 0.158698 0.990 -0.794 -3.214
C 0.905925 -0.292609 0.476173 2.421 -3.015 3.008
H -0.411561 1.435458 -1.108891 -0.920 -0.142 1.787
H 1.044011 2.385372 -0.970444 0.057 -0.956 -0.673
H 0.255363 1.414364 -2.361543 1.505 0.333 -1.534
H 2.260596 -0.069193 -1.113525 2.470 -0.077 -0.667
H 0.698530 -1.952970 -1.668823 1.329 0.897 2.559
H -2.192760 -0.311977 0.565091 -3.776 0.185 0.242
H -0.921543 1.564346 1.934910 0.018 0.298 0.317
H 1.482490 -0.748378 1.409513 -0.252 1.289 -2.495
N -0.880240 -1.067303 -0.978800 -2.792 1.218 4.173
N -0.366596 0.045847 0.934432 0.213 1.467 2.280
O -0.704335 0.705071 2.315184 0.949 -2.086 -3.508

=====

(10)
16
Properties=species:S:1:pos:R:3:forces:R:3 method="wB97M-V/def2-TZVPD" homo_energy_ev=-9.04 smiles="CC1=NCC(=O)CN1" lumo_energy_ev=0.533 orbital_gap_ev=9.6
C 2.431838 -0.223064 -0.049730 -1.940 0.830 1.978
C 0.841155 -0.132241 -0.287894 4.592 -3.103 3.130
C -1.146338 -1.396793 0.156309 1.017 -2.593 -2.101
C -1.890954 -0.105998 0.057823 1.631 0.731 1.936
C -1.104088 1.283341 0.223663 2.001 -4.557 -9.263
H 2.599135 0.281852 1.004280 -0.157 -0.548 -2.310
H 2.959138 0.249850 -0.847839 0.847 0.151 -0.296
H 2.631557 -1.265376 0.165379 0.383 -0.077 -0.747
H -1.268390 -2.107815 1.072655 -0.508 1.587 -1.664
H -1.669342 -1.822091 -0.844405 1.391 -0.229 2.447
H -1.569618 1.869934 0.828808 -1.770 3.731 4.699
H -1.624662 1.605516 -0.828945 1.670 0.138 2.070
H 0.994828 2.106369 -0.326139 -1.462 -3.554 0.751
N 0.388268 -1.390581 -0.069674 -2.868 4.838 -0.871
N 0.475499 1.163442 -0.012680 -4.239 2.000 0.123
O -3.048022 -0.116346 -0.241605 -0.589 0.656 0.118

=====

Asked for energy relative to the best compared isomer or geometry (same formula, charge and spin) across the records above, the calculation gives 563.3 54.3 194.5 290.3 678.6 405.4 630.3 476.6 601.8 427.3 kJ/mol in order.